This record from the Open Molecules 2025 dataset describes C38H43N3O2S4ScTe as an isolated structure in a non-equilibrium geometry. The level of theory is ωB97M-V/def2-TZVPD.

```
! RIJCOSX wB97M-V def2-TZVPD def2/J DEFGRID3
* xyz 1 1
C -0.395 3.088 -1.750
H 4.460 4.433 1.986
C 0.529 -2.710 4.038
H 3.277 -3.045 1.534
H -1.906 -4.873 -2.065
C 3.475 2.543 2.128
H 4.747 -0.217 -4.389
C -1.782 2.493 -5.883
H 2.829 -3.985 2.946
C 2.352 2.307 2.952
H -3.830 2.014 1.426
C -4.098 2.697 -5.270
H 4.401 2.056 0.291
Te -2.308 0.374 -2.110
H -0.435 -4.523 3.339
H 0.479 -1.731 -2.339
C -3.696 0.902 4.628
O 5.863 3.026 2.249
H 5.270 2.022 -4.664
H -0.971 2.695 -6.572
H 0.484 -5.434 -1.641
C 3.154 0.220 -3.052
H 1.906 -1.165 -4.207
H -3.135 -4.631 2.287
C -1.540 1.753 -4.733
C -1.204 -4.108 -1.729
S 1.088 -3.561 -0.284
C 2.427 -3.460 2.078
H -0.833 -3.614 -2.629
H 0.253 -1.846 4.644
S -1.681 -2.751 2.352
N -1.436 0.865 1.042
C -4.167 1.544 3.488
H 0.170 2.978 -2.668
H -3.248 3.534 -7.053
N 1.455 -0.539 -0.927
C -0.835 4.320 -1.344
C 2.101 -0.726 -3.237
C -3.431 1.544 2.315
C -0.677 1.918 -0.988
H 2.238 2.810 3.903
C 1.650 -4.423 1.190
C -2.580 1.496 -3.841
H -1.640 -4.945 1.402
C -3.060 2.963 -6.153
H -1.741 5.421 0.267
C -1.738 0.260 3.395
C -1.637 3.338 0.729
C -2.195 0.898 2.245
H 3.406 0.673 -5.114
C 1.310 -1.054 -2.195
N 1.457 0.760 1.359
C 4.025 0.590 -4.214
C 4.562 3.504 2.546
H -2.060 3.488 1.711
H -2.085 -0.249 5.452
C -3.861 1.972 -4.109
H -5.095 3.064 -5.478
C -1.287 2.061 0.315
H 4.452 3.752 3.605
H 0.790 -4.838 1.716
H -0.767 -0.227 3.394
S 1.534 -2.021 2.708
Sc -0.056 -0.656 0.596
H -4.274 0.914 5.543
H -1.336 -3.626 4.550
C -1.443 4.445 -0.092
H -5.126 2.046 3.509
H 1.190 -3.320 4.656
H 0.522 1.256 3.148
C -3.125 -3.793 0.308
C 2.518 1.010 0.532
H -0.660 5.196 -1.955
C 2.478 0.380 -0.742
C 3.543 1.895 0.929
H 4.074 1.516 -1.668
C -2.474 0.252 4.573
S -2.157 -2.840 -0.878
C -0.712 -3.520 3.662
H -3.516 -4.673 -0.206
H 0.128 1.190 -1.041
H 6.036 2.248 2.789
H -0.445 -5.388 -0.151
O 4.694 1.805 -3.926
H 2.302 -5.249 0.903
H -3.977 -3.152 0.541
C 1.396 1.434 2.537
C -2.413 -4.202 1.591
H -4.667 1.788 -3.411
C -0.060 -4.774 -0.964
C 3.318 0.759 -1.812
H -0.547 1.365 -4.541
*
```

Output
electronic energy = -4409.89795 hartree
ΔE to the lowest compared entry with this formula, charge and spin = 264.8 kJ/mol
F_max = 1.49 eV/A
frontier orbital gap (spin up / spin down) = 4.857 / 5.675 eV